Record 1
{"formula": "C7H15N", "method": "wB97M-V/def2-TZVPD", "smiles": "C=C(CC)C[C@@H](C)N", "spin_multiplicity": 1, "de_lowest_kj_mol": 104.1, "total_charge": 0, "symbols": ["C", "C", "C", "C", "C", "C", "C", "N", "H", "H", "H", "H", "H", "H", "H", "H", "H", "H", "H", "H", "H", "H", "H"], "positions_angstrom": [[-1.2340, 0.9302, -1.3583], [-0.6939, 0.7349, -0.1619], [-0.1032, 1.8353, 0.6968], [0.4744, 3.0134, -0.0977], [-0.8072, -0.6319, 0.5154], [0.0604, -1.6922, -0.1474], [1.4975, -1.6447, 0.3920], [-0.4838, -3.0453, 0.0630], [-1.2501, 1.9308, -1.7738], [-1.6694, 0.1521, -1.9709], [-0.8912, 2.1970, 1.3618], [0.6742, 1.4044, 1.3097], [0.6657, 2.7227, -1.1353], [-0.3540, 3.6817, -0.3803], [1.2668, 3.5384, 0.4069], [-1.8305, -0.9263, 0.3066], [-0.6595, -0.5769, 1.5924], [0.1301, -1.5904, -1.2294], [2.2191, -2.0553, -0.2852], [1.8851, -0.6426, 0.6008], [1.5442, -2.1333, 1.3689], [-0.4570, -3.5754, -0.7973], [0.0164, -3.6266, 0.7229]], "forces_ev_per_angstrom": [[0.3, 0.6, 0.0], [-0.2, -0.3, 0.9], [0.1, 0.2, -0.9], [-1.9, -0.1, -1.1], [-0.6, 0.4, -1.4], [1.3, -1.0, 0.7], [0.0, 0.9, 0.6], [-0.4, -0.4, -0.3], [0.1, -0.1, -0.2], [-0.1, -0.1, 0.2], [0.1, -0.1, 0.2], [0.2, -0.2, 0.3], [1.2, -0.4, 0.4], [0.2, 0.4, 0.8], [0.3, 0.2, -0.1], [-0.2, -0.3, 0.4], [0.1, -0.1, 0.0], [-0.4, 0.6, 0.0], [0.3, -0.7, -0.3], [-0.4, 0.2, -0.2], [0.0, -0.3, -0.1], [-0.1, 0.1, -0.1], [0.2, 0.4, 0.3]]}


Record 2
{"formula": "C7H15N", "method": "wB97M-V/def2-TZVPD", "smiles": "[H]/N=C(/C)[C@H](C)C(C)C", "spin_multiplicity": 1, "de_lowest_kj_mol": 291.2, "total_charge": 0, "symbols": ["H", "N", "C", "C", "C", "C", "C", "C", "C", "H", "H", "H", "H", "H", "H", "H", "H", "H", "H", "H", "H", "H", "H"], "positions_angstrom": [[-0.7011, 2.1388, -1.8144], [-1.4098, 1.4622, -1.5247], [-0.8556, 0.4007, -0.9839], [-1.4332, -0.9782, -1.2657], [0.6752, 0.4281, -0.5928], [1.4738, -0.7885, -1.0481], [0.5365, 0.7071, 0.8685], [-1.2960, 0.4418, 1.2016], [1.3295, -0.0767, 1.8771], [-1.0410, -1.3434, -2.2173], [-1.1814, -1.6965, -0.4841], [-2.5193, -0.8978, -1.3287], [1.1028, 1.3095, -1.0782], [2.5343, -0.6640, -0.8123], [1.1425, -1.7155, -0.5770], [1.3908, -0.9160, -2.1307], [0.5600, 1.7765, 1.0773], [-1.2591, -0.5366, 1.6853], [-1.3908, 1.2294, 1.9518], [-2.2951, 0.5373, 0.7731], [1.0312, 0.1768, 2.8980], [2.3965, 0.1597, 1.7748], [1.2094, -1.1548, 1.7504]], "forces_ev_per_angstrom": [[-0.1, 0.2, 0.8], [0.5, -2.2, 0.3], [1.8, 1.6, -4.0], [-0.6, 0.5, 1.2], [-1.1, 0.0, -1.2], [0.1, 0.0, 0.2], [-3.4, 0.0, 0.6], [2.0, 0.1, 2.8], [-0.1, -0.1, 0.1], [0.0, 0.2, 0.1], [0.0, 0.0, -0.1], [0.1, 0.0, -0.1], [0.0, 0.0, -0.1], [-0.1, 0.0, 0.0], [0.0, 0.0, 0.0], [0.0, 0.0, 0.1], [0.2, -0.1, -0.1], [-0.2, 0.1, 0.3], [0.2, -0.2, 0.6], [0.7, -0.1, -1.3], [0.0, 0.0, -0.1], [-0.1, 0.0, 0.0], [0.0, 0.1, 0.0]]}


Record 3
{"formula": "C7H15N", "method": "wB97M-V/def2-TZVPD", "smiles": "C=CCCCNCC", "spin_multiplicity": 1, "de_lowest_kj_mol": 129.7, "total_charge": 0, "symbols": ["C", "C", "C", "C", "C", "N", "C", "C", "H", "H", "H", "H", "H", "H", "H", "H", "H", "H", "H", "H", "H", "H", "H"], "positions_angstrom": [[-2.0887, 1.9981, -0.2127], [-1.4204, 1.5051, 0.8155], [-0.0070, 1.8147, 1.1406], [0.8809, 0.5793, 0.8258], [1.2734, 0.4872, -0.6659], [1.2514, -0.8577, -1.2374], [0.0014, -1.5719, -1.0363], [0.1064, -2.7746, -0.0858], [-3.1054, 1.6846, -0.4415], [-1.6913, 2.7081, -0.9285], [-1.9152, 0.7985, 1.4726], [0.1513, 2.1429, 2.1721], [0.3336, 2.6587, 0.5363], [0.3476, -0.3215, 1.1406], [1.7986, 0.6338, 1.4043], [2.2993, 0.8285, -0.7666], [0.5764, 1.0807, -1.2399], [1.9848, -1.3916, -0.7728], [-0.7294, -0.8860, -0.5860], [-0.4455, -1.7874, -2.0162], [-0.4526, -2.6443, 0.8204], [-0.2933, -3.6983, -0.5044], [1.1436, -2.9871, 0.1659]], "forces_ev_per_angstrom": [[-0.6, -0.1, -0.5], [-0.2, 0.3, 0.2], [0.9, -0.1, -0.2], [0.0, 0.4, 0.1], [-0.3, -0.7, 0.5], [0.7, -0.3, 0.5], [-1.0, 0.4, 0.1], [0.0, -0.6, -0.8], [0.1, 0.0, 0.2], [0.3, 0.1, 0.2], [-0.1, -0.1, 0.0], [-0.3, -0.3, 0.1], [0.0, 0.0, -0.1], [0.1, 0.0, 0.0], [0.1, -0.1, 0.3], [-0.1, 0.5, -0.3], [0.0, 0.4, -0.3], [-0.1, 0.1, -0.3], [0.1, 0.0, -0.1], [0.2, -0.5, 0.2], [-0.1, 0.4, 0.6], [0.0, 0.0, -0.3], [0.1, 0.0, 0.1]]}


Record 4
{"formula": "C7H15N", "method": "wB97M-V/def2-TZVPD", "spin_multiplicity": 2, "de_lowest_kj_mol": 436.4, "total_charge": 1, "symbols": ["C", "C", "C", "C", "C", "N", "C", "C", "H", "H", "H", "H", "H", "H", "H", "H", "H", "H", "H", "H", "H", "H", "H"], "positions_angstrom": [[-0.6377, 0.7218, -0.0537], [0.0466, 2.1078, 0.0032], [0.5295, 2.4603, -1.4694], [-0.3948, 2.5152, -2.3532], [0.3585, -0.4784, 0.2157], [-0.2621, -1.6525, 1.0306], [-0.3272, -2.8597, 0.0026], [0.3576, -1.6979, 2.3626], [-1.0229, 0.6467, -1.2042], [-1.5210, 0.7390, 0.6047], [1.0264, 2.1535, 0.6387], [-0.6448, 2.8554, 0.3280], [1.5129, 2.8191, -1.7079], [-0.0767, 2.4924, -3.4111], [-1.4332, 2.2254, -2.1805], [0.6701, -0.7606, -0.8687], [1.2981, -0.0905, 0.5669], [-1.1214, -3.4243, 0.3160], [-0.7012, -2.4517, -1.0536], [0.6552, -3.2476, -0.0821], [1.4429, -2.0101, 2.4677], [0.3958, -0.6520, 2.7527], [-0.1503, -2.4114, 3.0949]], "forces_ev_per_angstrom": [[-0.8, 0.0, -1.7], [3.5, -0.4, -1.0], [0.2, 0.5, 3.7], [-1.4, -1.2, -3.8], [-1.3, 0.2, -2.3], [4.7, 0.6, -3.4], [-1.7, 4.1, -1.3], [-0.7, -0.4, 1.8], [0.6, -0.3, 3.1], [0.4, -0.4, -0.1], [-2.0, -0.2, -0.6], [-0.3, 0.4, 0.3], [0.5, -0.4, 0.2], [-0.5, 0.8, 0.4], [0.2, 0.4, 0.0], [-0.8, -0.5, 2.0], [0.1, -0.1, 1.4], [-1.3, -2.3, 1.0], [1.1, -0.5, 2.4], [0.8, -0.6, 0.2], [-0.9, 0.0, -1.3], [-0.5, -0.8, -0.2], [0.2, 1.1, -1.2]]}


Record 5
{"formula": "C7H15N2", "method": "wB97M-V/def2-TZVPD", "smiles": "CC(C)=[N+]=CCN(C)C", "spin_multiplicity": 1, "de_lowest_kj_mol": 252.0, "total_charge": 1, "symbols": ["C", "C", "C", "N", "C", "C", "N", "C", "C", "H", "H", "H", "H", "H", "H", "H", "H", "H", "H", "H", "H", "H", "H", "H"], "positions_angstrom": [[1.7887, 0.8250, -1.3121], [1.4382, 0.0974, -0.0825], [1.9039, 0.8442, 1.1167], [1.3666, -1.1765, -0.0020], [0.4334, -2.0200, -0.0193], [-0.9917, -1.4916, -0.0432], [-0.9665, -0.0984, 0.1212], [-1.6779, 0.5988, -1.0434], [-1.6485, 0.2516, 1.3437], [1.2785, 0.2549, -2.2176], [2.8158, 0.8144, -1.4102], [1.4847, 1.7957, -1.1442], [2.7086, 1.4977, 0.7447], [2.2386, 0.1141, 1.8556], [1.0035, 1.4773, 1.4083], [0.6710, -3.1206, 0.0908], [-1.3976, -1.9129, -0.9779], [-1.6369, -2.0884, 0.6340], [-1.2801, 0.0611, -1.9033], [-2.8076, 0.4608, -1.0396], [-1.3761, 1.5663, -1.0332], [-1.4824, 1.3962, 1.5062], [-2.7010, 0.1366, 1.3168], [-1.1652, -0.2836, 2.0905]], "forces_ev_per_angstrom": [[-3.6, -3.7, -2.4], [1.5, 0.9, 0.8], [-1.3, 0.6, 0.1], [-0.6, -2.0, -0.6], [0.6, -1.1, 0.9], [0.2, -2.7, -0.5], [-2.4, 1.4, -1.9], [-0.5, -4.1, 0.5], [1.3, 4.0, -0.3], [1.2, 1.7, 1.5], [2.3, -0.2, -0.3], [-0.8, 2.3, -0.3], [-0.2, -0.1, 0.7], [-0.2, 0.6, 0.3], [1.3, -0.6, 0.2], [-0.3, 1.4, -0.4], [0.1, 0.7, -0.3], [0.6, 0.6, 0.4], [-0.2, 0.5, -0.4], [1.4, 0.3, 0.3], [0.5, 3.0, -0.1], [-0.2, -1.9, 0.0], [-1.1, -0.6, -0.1], [0.4, -0.8, 1.9]]}


Record 6
{"formula": "C7H15N2O", "method": "wB97M-V/def2-TZVPD", "spin_multiplicity": 1, "de_lowest_kj_mol": 550.3, "total_charge": 1, "symbols": ["C", "C", "C", "C", "C", "C", "C", "N", "N", "O", "H", "H", "H", "H", "H", "H", "H", "H", "H", "H", "H", "H", "H", "H", "H"], "positions_angstrom": [[0.7944, 1.3709, -1.2931], [-0.4816, -0.1066, -0.1552], [0.2165, 0.4823, 1.0899], [0.5504, -0.7102, 2.0702], [-0.8593, 1.3698, 1.8279], [1.5286, -0.9129, -1.2878], [-0.4066, -0.4069, -2.6127], [1.4320, 1.1315, 0.7321], [0.3935, -0.0437, -1.4140], [0.4945, 2.3726, -1.8084], [-0.7579, -1.1438, -0.0709], [-1.4327, 0.3969, -0.3372], [1.2040, -0.1829, 2.8385], [1.2726, -1.3879, 1.6642], [-0.3040, -1.2422, 2.4779], [-0.4924, 1.6498, 2.8030], [-1.7619, 0.9741, 2.0543], [-1.0868, 2.4068, 1.2155], [2.3304, -0.3240, -0.7675], [1.2839, -1.6687, -0.4831], [1.7199, -1.3099, -2.2217], [-0.5701, -1.4677, -2.3626], [-1.2626, 0.2031, -2.5728], [0.2800, -0.4051, -3.5471], [1.3284, 2.0728, 0.9891]], "forces_ev_per_angstrom": [[0.9, 1.8, 3.7], [-0.6, -0.2, -0.4], [-2.3, -1.9, 1.6], [1.5, 2.3, 0.6], [3.1, 3.9, -2.3], [1.5, -0.4, 4.2], [2.3, -1.6, -0.6], [-0.6, -0.6, -4.2], [-1.5, 1.8, 0.6], [0.4, -1.7, -0.2], [0.2, -0.5, 0.2], [0.3, 0.4, -0.4], [-1.2, -0.9, -0.2], [0.2, -0.6, -0.7], [-0.1, 0.2, 0.1], [0.5, 0.3, 0.2], [-2.9, -1.9, 0.1], [0.7, -2.5, 1.4], [-0.3, -0.6, -1.0], [0.2, 0.4, -1.4], [1.0, -0.9, -1.6], [-0.7, 0.4, -0.7], [-1.1, 0.5, -0.7], [-1.5, 0.5, 1.5], [0.2, 2.0, 0.3]]}


Record 7
{"formula": "C7H15N2O", "method": "wB97M-V/def2-TZVPD", "smiles": "CC1([C@H](O)C/[NH+]=C/N)CC1", "spin_multiplicity": 1, "de_lowest_kj_mol": 353.2, "total_charge": 1, "symbols": ["C", "C", "C", "O", "C", "N", "C", "N", "C", "C", "H", "H", "H", "H", "H", "H", "H", "H", "H", "H", "H", "H", "H", "H", "H"], "positions_angstrom": [[1.8380, 0.9827, -1.0414], [1.5475, 0.0118, 0.0296], [0.1284, -0.5701, 0.0789], [-0.2723, -1.3163, -0.9736], [-1.0798, 0.8810, 0.2169], [-2.2010, 0.3164, 0.7749], [-3.1170, -0.2568, 0.0413], [-4.3856, -0.5441, 0.4175], [2.6125, -0.9968, 0.1292], [2.3683, 0.0143, 1.2871], [1.3370, 0.7590, -1.9459], [2.8782, 1.0077, -1.3618], [1.5310, 2.0363, -0.9407], [-0.1905, -1.1895, 0.9754], [0.2641, -0.9642, -1.7059], [-0.7372, 1.6769, 0.8038], [-1.0604, 1.2353, -0.7531], [-2.2784, 0.4427, 1.7126], [-2.8194, -0.6824, -0.9070], [-5.0311, -1.0240, -0.2132], [-4.7570, -0.2784, 1.3620], [3.5012, -0.7378, -0.5517], [2.4046, -2.0803, 0.3276], [2.1496, -0.3514, 2.2771], [3.0557, 0.9396, 1.3527]], "forces_ev_per_angstrom": [[0.0, 2.2, -0.6], [-1.8, -1.5, 0.9], [-1.7, 2.8, 2.8], [0.3, 0.2, -1.7], [4.9, -3.2, 0.1], [-2.3, -0.6, -3.2], [-2.0, -1.3, 0.8], [0.8, 0.6, 1.0], [2.3, -0.4, 0.3], [2.1, 1.6, -1.0], [-0.7, -0.8, -1.2], [0.1, 0.0, 0.4], [0.1, -0.2, 0.8], [1.0, 1.0, -0.6], [-0.5, -0.6, -0.3], [0.8, 0.8, 1.2], [-1.0, 0.4, -2.1], [-0.9, 0.5, 3.3], [0.1, 0.7, -0.4], [0.6, 0.2, 0.4], [0.6, -0.4, -1.5], [-1.3, -1.0, 1.3], [0.2, 1.3, -0.2], [-0.8, -0.2, -0.2], [-0.9, -1.8, -0.2]]}


Record 8
{"formula": "C7H15N2O", "method": "wB97M-V/def2-TZVPD", "spin_multiplicity": 3, "de_lowest_kj_mol": 145.5, "total_charge": 1, "symbols": ["C", "C", "C", "C", "C", "C", "C", "N", "N", "O", "H", "H", "H", "H", "H", "H", "H", "H", "H", "H", "H", "H", "H", "H", "H"], "positions_angstrom": [[1.2080, 1.1915, 1.6072], [1.2647, 1.1336, 0.2771], [-0.2918, -0.6226, -0.1242], [2.3068, -1.2340, -0.1596], [-2.5862, -0.1828, 0.3660], [-1.2747, 1.6102, -0.6613], [1.1640, -0.0923, -0.4960], [-1.2355, 0.2318, -0.0766], [-0.5453, -1.8955, -0.0283], [1.2440, 0.0941, -1.8873], [1.2550, 2.1125, 2.1488], [1.0548, 0.3008, 2.1588], [1.5143, 1.9856, -0.4253], [2.2137, -1.9687, -0.9728], [3.3106, -0.7330, -0.1878], [2.3541, -1.6516, 0.8396], [-3.2526, -0.5713, -0.3564], [-2.4169, -0.9343, 1.0789], [-3.1446, 0.7161, 0.7998], [-2.2451, 1.7957, -1.0133], [-1.0148, 2.3560, 0.2218], [-0.5901, 1.7534, -1.4746], [0.2978, -2.4335, 0.2183], [-1.4487, -2.2978, 0.4268], [0.8585, -0.6640, -2.2796]], "forces_ev_per_angstrom": [[-0.5, 0.6, 7.9], [1.8, 1.4, -10.8], [1.5, 0.7, -1.4], [0.1, 1.7, -0.3], [0.1, 2.3, 0.9], [2.2, 1.0, 3.0], [0.3, -2.2, 1.1], [-3.3, 2.0, -0.8], [-0.6, -3.4, 2.4], [0.1, 1.7, 1.0], [-0.1, 0.2, 0.2], [0.1, -0.6, 0.7], [0.0, -0.8, 1.4], [0.3, 0.0, 0.5], [-1.0, -0.3, -0.6], [-0.7, -0.3, 0.2], [-0.2, -0.4, -1.4], [-0.4, -0.7, 1.5], [1.1, -1.3, -0.3], [-1.4, 0.1, -0.3], [-0.7, -1.3, -1.9], [0.4, -0.2, -0.2], [-0.7, 0.0, -0.3], [2.2, 1.1, -1.4], [-0.4, -1.2, -1.0]]}


Record 9
{"formula": "C7H15N2O2", "method": "wB97M-V/def2-TZVPD", "spin_multiplicity": 1, "de_lowest_kj_mol": 632.9, "total_charge": 1, "symbols": ["C", "C", "C", "C", "C", "C", "C", "N", "N", "O", "O", "H", "H", "H", "H", "H", "H", "H", "H", "H", "H", "H", "H", "H", "H", "H"], "positions_angstrom": [[0.9968, -2.2432, -0.0185], [1.2695, -2.0545, -1.5576], [1.0167, 0.0448, -0.6881], [-2.2488, 0.3084, 1.2920], [0.2002, 1.9672, 0.7442], [-1.4399, 0.1437, 0.0070], [0.0878, 0.4906, 0.2586], [2.0464, -1.8278, 0.6872], [0.6777, -0.8010, -1.7940], [-0.0064, -2.7900, 0.3764], [1.7218, -1.4071, 1.9673], [2.3806, -1.9921, -1.6930], [0.8031, -2.8152, -2.1320], [2.0559, 0.4233, -0.7656], [-3.2694, 0.1576, 1.1262], [-2.1570, 1.2644, 1.7515], [-1.8276, -0.2893, 2.0553], [-0.0621, 2.5706, -0.1837], [1.2466, 2.1229, 1.0450], [-0.3811, 2.0506, 1.5870], [-1.8119, -0.7590, -0.3983], [-1.8380, 0.8929, -0.6563], [0.2956, -0.0293, 1.3236], [1.0315, -0.4311, -2.8500], [-0.2954, -1.0433, -1.7793], [2.5395, -1.1544, 2.4372]], "forces_ev_per_angstrom": [[-1.4, -2.2, -1.2], [3.2, -2.3, 2.1], [2.9, 0.8, -0.2], [1.6, 0.5, -0.1], [2.1, -0.6, -3.8], [0.2, 2.2, 0.9], [-2.9, -0.8, 3.5], [2.1, 2.8, 2.3], [0.5, 2.3, -4.1], [-0.4, 0.4, 0.0], [-0.4, -1.1, -1.4], [-1.0, -0.2, -0.1], [-0.2, -0.8, -0.6], [-0.9, -0.2, 0.1], [-1.5, -0.6, -0.1], [-0.1, 1.2, -0.2], [0.0, -1.4, 0.8], [0.2, -0.1, 1.7], [-0.3, 0.3, -0.3], [-1.5, 0.8, 1.5], [0.7, -1.6, -0.6], [0.0, 0.6, -0.6], [0.1, 0.3, -2.0], [-1.6, -0.8, 3.4], [-1.3, 0.8, -0.4], [0.1, -0.3, -0.6]]}